No. 1
{"formula": "C4H4N2O", "method": "ωB97M-V/def2-TZVPD", "charge": 0, "energy_ha": -339.50811, "smiles": "[H]/N=C/C=C=O.C#N", "homo_lumo_gap_ev": 9.98, "elements": ["H", "N", "C", "C", "C", "O", "H", "H", "C", "N", "H"], "positions_angstrom": [[-0.31, -1.46, -1.91], [-0.18, -0.76, -1.18], [-1.31, -0.41, -0.69], [-1.47, 0.58, 0.35], [-0.43, 1.27, 0.82], [0.46, 1.89, 1.23], [-2.26, -0.84, -1.03], [-2.43, 0.81, 0.78], [2.47, -0.51, 0.40], [3.28, -0.36, 1.21], [1.68, -0.64, -0.33]], "lowdin_charge": [0.059, 0.055, -0.252, -0.079, -0.156, 0.219, 0.113, 0.110, -0.107, 0.041, -0.004]}

=====

No. 2
{"formula": "C4H4N2O", "method": "ωB97M-V/def2-TZVPD", "charge": 0, "energy_ha": -339.52096, "smiles": "N#CCOCC#N", "homo_lumo_gap_ev": 12.35, "elements": ["N", "C", "C", "O", "C", "C", "N", "H", "H", "H", "H"], "positions_angstrom": [[2.43, -0.90, 1.42], [1.82, -0.49, 0.52], [1.04, 0.05, -0.60], [-0.14, -0.66, -0.88], [-1.20, -0.43, 0.02], [-1.49, 0.99, 0.30], [-1.78, 2.07, 0.58], [1.64, 0.06, -1.52], [0.79, 1.10, -0.37], [-2.09, -0.84, -0.46], [-1.03, -0.94, 0.98]], "lowdin_charge": [0.158, -0.167, -0.205, -0.119, -0.182, -0.187, 0.169, 0.137, 0.124, 0.137, 0.136]}

=====

No. 3
{"formula": "C4H4N2O2", "method": "ωB97M-V/def2-TZVPD", "charge": 0, "energy_ha": -414.63877, "homo_lumo_gap_ev": 7.86, "elements": ["C", "C", "C", "C", "H", "H", "H", "H", "N", "N", "O", "O"], "positions_angstrom": [[-0.77, -0.55, 0.58], [0.03, 0.28, -0.18], [0.24, 0.48, -1.43], [0.67, 1.21, 0.74], [-0.57, -2.22, -0.72], [-2.12, -2.34, 0.35], [-1.31, -0.05, 1.52], [2.58, 1.10, -0.62], [-1.24, -1.75, 0.14], [0.68, 0.67, -2.54], [1.74, 1.73, 0.28], [0.08, 1.45, 1.88]], "lowdin_charge": [-0.097, -0.269, -0.264, -0.539, 0.208, 0.147, 0.186, 0.391, 0.060, 0.149, 0.046, -0.019]}